Formula: C40H54CdF9OP3Si
Source: OMol25
Level of theory: ωB97M-V/def2-TZVPD

```
! wB97M-V def2-TZVPD RIJCOSX def2/J DEFGRID3
* xyz 0 1
Cd -19.80 2.36 2.21
C -15.33 4.25 4.59
C -16.03 3.30 5.54
C -16.71 4.11 6.67
P -17.41 2.43 4.59
C -16.63 1.09 3.66
C -15.76 1.59 2.50
C -15.86 -0.06 4.35
C -18.22 1.36 5.90
C -17.51 0.86 6.98
C -18.12 -0.02 7.87
C -19.41 -0.51 7.64
C -20.09 -0.02 6.54
C -19.54 0.92 5.66
Si -20.64 1.81 4.39
C -22.23 0.74 4.00
C -23.16 0.59 5.01
C -24.33 -0.10 4.86
C -24.60 -0.69 3.62
C -23.74 -0.52 2.56
C -22.54 0.18 2.72
P -21.45 0.38 1.25
C -22.64 0.53 -0.18
C -22.60 -0.52 -1.29
C -22.47 1.91 -0.77
C -20.51 -1.25 1.16
C -21.30 -2.52 0.75
C -19.78 -1.39 2.50
C -21.45 3.29 5.29
C -21.90 3.12 6.62
C -22.69 4.07 7.24
C -23.10 5.21 6.58
C -22.63 5.38 5.28
C -21.86 4.46 4.63
P -21.43 4.66 2.85
C -20.41 6.19 2.87
C -18.95 5.82 3.22
C -20.86 7.41 3.67
C -23.01 4.98 1.91
C -23.74 6.32 2.06
C -23.95 3.76 2.10
H -14.66 4.92 5.18
H -16.07 4.86 4.10
H -14.65 3.78 3.88
H -15.29 2.54 5.88
H -17.55 4.71 6.29
H -15.98 4.81 7.04
H -17.00 3.49 7.51
H -17.54 0.69 3.23
H -14.72 1.79 2.82
H -16.08 2.52 2.10
H -15.70 0.84 1.72
H -14.98 0.24 4.92
H -15.50 -0.67 3.51
H -16.49 -0.72 4.94
H -16.53 1.24 7.17
H -17.55 -0.38 8.73
H -19.82 -1.31 8.29
H -21.04 -0.45 6.37
H -22.97 1.00 5.98
H -25.08 -0.18 5.65
H -25.50 -1.24 3.48
H -23.95 -1.01 1.62
H -23.64 0.54 0.34
H -21.55 -0.72 -1.51
H -23.05 -0.08 -2.21
H -23.08 -1.45 -1.05
H -21.45 1.99 -1.19
H -22.55 2.66 0.04
H -23.23 2.13 -1.57
H -19.72 -1.10 0.40
H -22.27 -2.53 1.23
H -20.69 -3.34 1.14
H -21.32 -2.53 -0.32
H -20.52 -1.54 3.32
H -19.19 -0.53 2.74
H -19.11 -2.27 2.46
H -21.53 2.24 7.18
H -22.95 3.93 8.30
H -23.75 5.90 7.06
H -22.93 6.31 4.79
H -20.46 6.50 1.79
H -18.87 5.46 4.26
H -18.35 6.70 3.10
H -18.52 5.06 2.57
H -20.89 7.18 4.72
H -21.86 7.71 3.37
H -20.14 8.23 3.49
H -22.61 4.99 0.90
H -24.16 6.44 3.06
H -24.58 6.37 1.35
H -23.05 7.15 1.90
H -24.35 3.74 3.12
H -23.35 2.85 1.93
H -24.80 3.82 1.42
F -18.94 5.44 0.04
C -19.05 4.35 -0.74
F -19.00 4.75 -2.02
F -20.29 3.86 -0.48
C -17.95 3.37 -0.33
O -18.21 2.83 0.84
C -17.75 2.32 -1.44
F -18.95 1.77 -1.87
F -17.05 1.27 -0.99
F -17.10 2.73 -2.54
C -16.61 4.16 -0.21
F -16.56 4.84 0.95
F -16.47 5.05 -1.16
F -15.54 3.33 -0.31
*
```



Formula: C7H16N
Source: OMol25
Level of theory: ωB97M-V/def2-TZVPD

Properties
* ΔE to the lowest compared entry with this formula, charge and spin: 1.785 eV

```
! wB97M-V def2-TZVPD RIJCOSX def2/J DEFGRID3
* xyz 1 1
C -0.06 1.74 -1.12
C -0.80 0.73 -1.60
C -0.34 -0.65 -2.12
C -0.63 3.02 -0.60
H 1.03 1.69 -1.08
H -1.86 0.91 -1.66
H -0.83 -1.45 -1.58
H -0.71 -0.71 -3.17
H 0.78 -0.75 -2.16
H -1.73 2.95 -0.59
H -0.30 3.88 -1.19
H -0.27 3.27 0.41
C -0.07 -1.30 2.62
C 0.48 -1.42 1.26
C 0.59 -2.54 0.50
N 0.96 -0.13 0.76
H -0.24 -2.28 2.98
H 0.66 -0.77 3.37
H -1.01 -0.72 2.60
H 0.84 -2.57 -0.55
H 0.36 -3.46 1.00
H 1.75 0.25 1.30
H 0.20 0.56 0.83
H 1.22 -0.24 -0.22
*
```



Formula: C14H46O14
Source: OMol25
Level of theory: ωB97M-V/def2-TZVPD

Properties
* SMILES: OCCO.OCCO.OCCO.OCCO.OCCO.CO.CO.CO.CO
* ΔE to the lowest compared entry with this formula, charge and spin: 1.843 eV

```
! wB97M-V def2-TZVPD RIJCOSX def2/J DEFGRID3
* xyz 0 1
C -2.98 1.44 -0.81
O -4.27 1.61 -1.43
H -3.01 0.51 -0.25
H -2.22 1.40 -1.59
H -2.73 2.27 -0.15
H -4.12 2.37 -2.01
C -1.15 0.89 -5.02
O -0.54 0.33 -3.86
H -0.83 1.89 -5.31
H -1.05 0.17 -5.84
H -2.21 0.93 -4.80
H 0.40 0.57 -3.87
C -2.96 -1.98 -3.22
O -2.97 -3.43 -3.36
H -2.03 -1.63 -3.67
H -3.82 -1.48 -3.62
H -2.90 -1.84 -2.14
H -2.79 -3.78 -2.48
C 0.17 -0.02 -0.64
O -0.61 -1.20 -0.72
H 1.24 -0.27 -0.70
H 0.01 0.50 -1.59
H 0.03 0.66 0.20
H -0.54 -1.60 -1.59
C 3.49 1.72 -1.16
C 3.12 1.30 -2.60
O 2.10 2.20 -3.05
O 4.29 2.90 -1.40
H 4.15 0.98 -0.71
H 2.57 2.01 -0.66
H 2.71 0.28 -2.61
H 4.06 1.26 -3.14
H 2.46 2.64 -3.82
H 3.71 3.57 -1.78
C 3.03 -1.18 3.17
C 2.30 -1.56 1.90
O 3.09 -1.42 0.73
O 3.46 0.19 3.17
H 3.94 -1.79 3.22
H 2.42 -1.42 4.04
H 1.36 -1.03 1.72
H 1.87 -2.55 2.09
H 3.41 -0.51 0.74
H 3.04 0.62 3.92
C 0.56 -5.04 -0.88
C 1.95 -4.38 -0.86
O 1.81 -3.03 -1.27
O -0.28 -4.34 0.02
H 0.70 -6.12 -0.74
H 0.12 -5.02 -1.89
H 2.68 -4.97 -1.44
H 2.36 -4.39 0.15
H 2.30 -2.49 -0.64
H -0.11 -3.41 -0.19
C -1.41 4.55 3.90
C -0.42 3.76 3.11
O -1.07 3.15 1.98
O -1.94 5.71 3.29
H -1.05 4.83 4.89
H -2.26 3.88 4.10
H 0.11 2.99 3.68
H 0.28 4.48 2.67
H -0.38 2.88 1.37
H -2.20 5.46 2.39
C -2.74 -0.97 2.95
C -1.40 -0.31 2.69
O -0.37 -0.76 3.56
O -3.36 -0.53 4.17
H -2.69 -2.06 2.91
H -3.44 -0.72 2.14
H -1.38 0.78 2.60
H -1.07 -0.62 1.69
H -0.37 -0.23 4.36
H -3.65 0.37 3.97
*
```



Number 1: LUMO 0.62 eV. Number 2: LUMO -3.33 eV. Number 3: LUMO 0.01 eV.